# CH3BrOS

CH3BrOS in the gas phase (ωB97M-V with the def2-TZVPD basis set, the OMol25 dataset).

Results
Maximum force in eV/Å: 3.64
Frontier orbital gap (spin up / spin down) in hartree: 0.27286 / 0.27180
E_HOMO (spin up / spin down) in eV: -8.773 / -8.651
2S+1: 1
M in g/mol: 143.0
LUMO level (spin up / spin down) in Ha: -0.0495 / -0.0461
E in hartree: -3087.2403
Total charge: 0

Last column: natural (NBO) charge in e.
Geometry (Å):
C 1.00 0.63 1.91  -0.719
O -3.91 1.23 2.57  -0.695
S -2.92 2.17 3.22  0.662
Br -0.64 0.76 2.73  0.059
H 1.55 1.62 2.25  0.229
H 0.86 0.59 0.83  0.231
H 1.51 -0.25 2.37  0.233